(1)
83
Properties=species:S:1:pos:R:3:forces:R:3:lowdin_charge:R:1 method="wB97M-V/def2-TZVPD" orbital_gap_ev="6.5 / 5.9" charge=+1 s2=0.76 spin_multiplicity=2 max_force_ev_per_a=1.25 molar_mass_g_mol=564.655 e_homo_ev="-8.36 / -7.75" lumo_ev="-1.85 / -1.82"
V -0.318430 1.094690 0.420233 -0.5 0.8 -0.3 0.735
C 3.626049 1.544828 0.987144 -0.1 0.0 0.0 -0.027
N 3.323571 1.382020 -0.423794 -0.1 0.0 0.1 -0.131
C 4.483143 1.370174 -1.299820 0.0 0.0 0.0 -0.041
C 2.116240 0.890681 -0.814539 0.4 -0.2 0.0 -0.380
N 1.346679 0.176964 0.020758 0.7 -0.3 -0.5 -0.019
C 1.935645 -0.876226 0.739021 0.4 -0.4 -0.2 -0.200
C 2.952943 -1.597853 0.135217 -0.2 0.3 0.1 -0.024
C 3.570222 -2.687220 0.758694 0.1 -0.1 0.1 -0.064
C 3.122691 -3.115946 1.973149 0.0 -0.1 -0.1 -0.040
C 2.033301 -2.471199 2.599095 -0.1 0.1 -0.1 -0.154
C 1.506083 -3.025275 3.788958 -0.1 0.0 0.1 -0.034
C 0.408175 -2.474526 4.379774 0.1 -0.1 0.0 -0.067
C -0.140083 -1.295447 3.859864 0.0 0.2 -0.3 -0.059
C 0.392136 -0.664998 2.750567 -0.2 -0.3 0.3 -0.228
N -0.182863 0.551135 2.317275 0.1 -0.3 1.2 0.038
C -0.521875 1.444950 3.227703 -0.1 -0.2 0.5 -0.358
N -1.509091 2.354658 2.982185 0.1 0.0 -0.2 -0.128
C -1.397830 3.728407 3.457673 -0.1 0.0 0.0 -0.030
C -2.433064 2.161277 1.873538 0.4 -0.4 0.3 -0.031
N 0.059154 1.544586 4.462001 0.0 0.1 -0.1 -0.161
C -0.747055 1.687201 5.661726 0.1 0.1 0.0 -0.045
C 1.443437 1.183651 4.695272 0.0 0.0 0.0 -0.023
C 1.448045 -1.302321 2.020413 0.0 0.1 0.0 -0.036
N 1.722487 1.155168 -2.075621 0.0 -0.1 0.1 -0.126
C 0.718908 0.341408 -2.737406 0.0 0.0 -0.1 -0.031
C 2.073530 2.379414 -2.776605 0.0 0.1 0.0 -0.039
H 4.340236 2.361925 1.090673 0.0 0.0 0.0 0.100
H 4.060292 0.640907 1.425251 0.0 0.0 0.0 0.097
H 2.714672 1.807965 1.520125 0.0 0.0 0.0 0.074
H 5.203460 0.630992 -0.934238 0.0 0.0 0.0 0.099
H 4.968805 2.347386 -1.315597 0.0 0.0 0.0 0.098
H 4.198816 1.094956 -2.310933 0.0 0.0 0.0 0.086
H 3.268382 -1.308757 -0.860359 0.0 0.0 0.0 0.116
H 4.387060 -3.192688 0.259966 0.0 0.0 0.0 0.110
H 3.560228 -3.976689 2.462034 0.0 0.0 0.0 0.114
H 1.969822 -3.915144 4.194702 0.0 0.0 0.0 0.115
H -0.035817 -2.930206 5.255700 0.0 0.0 0.0 0.110
H -0.999602 -0.849416 4.346845 0.0 0.0 0.0 0.118
H -0.502170 3.843213 4.058607 0.0 0.0 0.0 0.094
H -2.269443 4.000960 4.056441 0.0 0.0 0.0 0.097
H -1.331315 4.411332 2.607467 0.0 0.0 0.0 0.096
H -1.965366 2.352042 0.895035 -0.3 0.2 -0.1 0.053
H -3.247993 2.874596 1.974811 0.0 0.0 0.0 0.110
H -2.840319 1.150974 1.901674 0.0 0.0 0.0 0.094
H -1.798661 1.770955 5.400471 0.0 0.0 0.0 0.094
H -0.449441 2.564647 6.240322 0.0 0.0 0.0 0.095
H -0.614036 0.800769 6.290996 0.0 0.0 0.0 0.094
H 1.974850 1.091527 3.751240 0.0 0.0 0.0 0.089
H 1.531644 0.237458 5.236727 0.0 0.0 0.0 0.095
H 1.912731 1.971287 5.289269 0.0 0.0 0.0 0.100
H 0.478731 -0.522122 -2.125572 0.0 0.0 0.0 0.084
H 1.111673 0.013668 -3.702703 0.0 0.0 0.0 0.098
H -0.188901 0.922489 -2.912186 0.0 0.0 0.1 0.086
H 2.689053 3.014455 -2.145299 0.0 0.0 0.0 0.095
H 1.159590 2.921948 -3.022570 0.0 0.0 0.0 0.092
H 2.605015 2.159243 -3.704915 0.1 0.0 0.0 0.098
C -4.393669 -0.434629 -2.399444 0.0 0.0 0.0 -0.055
C -4.524189 -0.040337 -0.929248 0.0 0.0 -0.2 -0.194
N -3.907311 -1.003935 -0.023255 0.2 0.0 0.1 -0.073
C -4.788274 -1.964203 0.641769 -0.1 -0.3 -0.1 -0.200
C -5.189372 -3.156473 -0.226998 0.1 0.2 0.0 -0.061
C -2.571935 -1.019940 0.158837 -0.4 -0.1 -0.2 -0.385
C -1.978649 -2.159196 0.932702 0.1 0.1 0.1 0.025
N -1.763603 -0.132664 -0.356082 -0.6 -0.2 -0.4 0.047
H -4.711962 0.387432 -3.040234 0.0 0.0 0.0 0.084
H -5.014698 -1.299288 -2.628359 0.0 0.0 0.0 0.070
H -3.360050 -0.681990 -2.645295 0.0 0.0 0.0 0.075
H -5.575265 0.040923 -0.656165 0.0 0.0 0.0 0.124
H -4.082478 0.946591 -0.768073 0.0 0.0 0.1 0.113
H -5.681712 -1.422349 0.954640 0.0 0.0 0.1 0.122
H -4.300587 -2.319010 1.545911 0.0 0.1 0.0 0.107
H -5.909864 -2.867167 -0.991469 0.0 0.0 0.0 0.071
H -5.643329 -3.929237 0.392584 0.0 0.0 0.0 0.082
H -4.316665 -3.581702 -0.723280 0.0 0.0 0.0 0.077
H -2.137095 -2.062946 2.005439 0.0 0.0 0.1 0.090
H -0.908369 -2.173863 0.753646 0.0 0.0 0.0 0.086
H -2.409001 -3.104941 0.607091 0.0 0.0 0.0 0.092
H -2.231277 0.502298 -1.002827 -0.1 -0.1 0.0 0.058
O -0.606962 2.720179 -1.082323 0.2 -0.1 -0.2 -0.097
C 0.104162 3.405948 -0.314120 0.0 0.9 -0.5 -0.503
O 0.612479 2.940012 0.743455 -0.4 0.0 0.2 -0.101
H 0.291030 4.465818 -0.559663 0.0 -0.1 0.0 0.145

(2)
84
Properties=species:S:1:pos:R:3:forces:R:3:lowdin_charge:R:1 method="wB97M-V/def2-TZVPD" orbital_gap_ev=8.0 max_force_ev_per_a=1.22 molar_mass_g_mol=620.747 e_homo_ev=-8.47 lumo_ev=-0.51
Pd 0.096978 -2.269011 0.301174 0.4 0.5 1.0 0.840
C -3.133335 -3.745645 -0.181659 0.0 0.0 0.1 -0.064
C -3.190651 -2.889819 -1.446216 0.0 0.0 -0.1 -0.360
C -2.291989 -3.439413 -2.557321 0.0 0.0 0.0 -0.063
C -2.874038 -1.447079 -1.152032 0.0 -0.1 0.0 -0.277
C -3.727677 -0.339702 -1.234467 -0.1 -0.1 0.0 0.031
C -2.976137 0.740243 -0.825029 0.2 0.1 0.1 -0.202
C -3.551757 2.101218 -0.519447 0.0 -0.1 0.0 -0.343
C -3.572707 2.319060 0.998205 0.0 0.0 0.0 -0.047
C -2.964403 3.299972 -1.260646 0.0 0.1 0.0 -0.063
N -1.721929 0.285441 -0.559105 0.3 -0.1 0.2 0.050
N -1.679876 -1.065272 -0.733666 -0.3 0.0 -0.5 0.070
B -0.402332 1.017114 -0.142848 -0.1 0.1 -0.1 -0.460
N -0.099443 0.725966 1.365341 0.1 -0.2 0.0 0.053
N -0.188789 -0.560574 1.775169 -0.4 0.2 -0.5 0.033
C 0.049757 -0.607893 3.069378 0.1 -0.2 0.1 -0.260
C 0.339275 0.688638 3.533919 -0.1 -0.1 0.0 0.039
C 0.244391 1.507249 2.420641 0.0 0.0 -0.1 -0.198
C 0.611182 2.970624 2.365497 0.0 -0.1 0.0 -0.342
C 1.787397 3.192045 1.411411 0.0 0.0 -0.1 -0.052
C -0.532859 3.940185 2.066668 0.0 0.0 0.0 -0.058
C 0.039628 -1.943610 3.774198 0.0 0.1 0.0 -0.350
C 1.418139 -2.266125 4.352253 0.1 0.0 0.0 -0.059
C -0.445990 -3.065746 2.852727 0.0 0.2 -0.1 -0.074
N 0.826848 0.515936 -1.019690 -0.2 -0.3 0.0 0.074
N 1.338213 -0.739883 -0.779646 0.0 -0.1 0.0 0.049
C 2.415768 -0.894509 -1.534380 0.1 0.0 0.0 -0.265
C 2.614896 0.248778 -2.305248 0.1 0.0 0.0 0.023
C 1.598467 1.120594 -1.964283 -0.2 0.1 0.2 -0.179
C 1.468054 2.477869 -2.639048 0.0 -0.1 0.1 -0.342
C 0.159136 3.236305 -2.489989 0.0 0.1 0.0 -0.079
C 2.660762 3.379985 -2.304419 0.0 0.0 0.0 -0.056
C 3.263264 -2.132665 -1.450501 0.1 0.1 0.0 -0.374
C 4.277184 -2.198593 -2.586077 0.0 0.0 -0.1 -0.074
C 3.978643 -2.191784 -0.096748 0.0 0.0 0.0 -0.062
H -3.342603 -4.796031 -0.397375 -0.1 0.1 0.0 0.084
H -3.841169 -3.387987 0.569003 0.0 0.0 0.0 0.084
H -2.142139 -3.710754 0.269120 0.2 0.0 0.0 0.031
H -4.221580 -2.904000 -1.805964 -0.1 0.0 0.0 0.130
H -1.241768 -3.362530 -2.281085 0.0 0.0 0.0 0.049
H -2.430877 -2.870116 -3.478615 0.0 0.0 0.0 0.082
H -2.510892 -4.491160 -2.760318 0.0 0.1 0.0 0.081
H -4.769053 -0.325469 -1.520586 0.1 0.0 0.0 0.111
H -4.588395 2.014325 -0.849389 -0.1 0.0 0.0 0.128
H -2.568268 2.223329 1.413051 0.0 0.0 0.0 0.052
H -4.205050 1.575611 1.487617 0.0 0.0 0.0 0.086
H -3.952282 3.314857 1.246955 0.0 -0.1 0.0 0.084
H -2.013073 3.618437 -0.837283 -0.1 0.0 0.0 0.038
H -3.657613 4.142802 -1.190034 0.0 0.0 0.0 0.083
H -2.811795 3.081038 -2.318802 0.0 0.0 0.1 0.079
H -0.562095 2.190288 -0.282275 0.1 -0.2 0.1 0.084
H 0.594949 0.997211 4.536385 0.0 0.0 -0.1 0.111
H 0.955212 3.189547 3.379371 0.0 0.0 0.0 0.131
H 1.514975 2.887521 0.399993 0.0 0.0 0.1 0.044
H 2.657860 2.604406 1.710145 0.0 0.0 0.0 0.092
H 2.075030 4.246367 1.381614 0.0 0.0 0.0 0.085
H -0.875850 3.856427 1.034017 0.0 0.0 0.1 0.050
H -0.189857 4.966494 2.221596 0.0 -0.1 0.0 0.082
H -1.387935 3.768023 2.722480 0.0 0.0 0.0 0.081
H -0.670484 -1.880667 4.602911 0.0 0.0 0.0 0.141
H 2.156551 -2.342776 3.547638 0.0 0.0 0.0 0.083
H 1.401600 -3.214798 4.895098 0.0 0.1 0.0 0.080
H 1.751869 -1.485889 5.037755 0.0 0.0 0.0 0.077
H 0.323258 -3.233022 2.046924 0.0 -0.1 0.1 0.046
H -1.423543 -2.839003 2.427680 0.0 0.0 0.0 0.075
H -0.523663 -4.020362 3.373057 0.1 0.0 0.0 0.097
H 3.392082 0.434222 -3.031609 -0.1 0.0 0.1 0.114
H 1.558511 2.231310 -3.699660 0.0 0.0 -0.1 0.137
H 0.056145 3.687198 -1.501809 0.1 0.0 -0.1 0.060
H -0.702636 2.593043 -2.660410 0.0 0.0 0.0 0.070
H 0.130450 4.045061 -3.225544 0.0 0.0 0.0 0.089
H 2.670104 3.647585 -1.246894 0.0 0.0 0.0 0.064
H 2.601619 4.303394 -2.886786 0.0 0.0 0.0 0.082
H 3.609417 2.893444 -2.533138 0.0 0.0 0.0 0.075
H 2.599987 -2.993618 -1.544381 0.0 0.0 0.0 0.100
H 4.986917 -1.369017 -2.515885 0.0 0.0 0.0 0.081
H 3.794173 -2.151224 -3.565148 0.0 0.0 0.1 0.084
H 4.846242 -3.128742 -2.531977 0.0 0.0 0.0 0.081
H 4.698972 -1.370894 -0.030232 0.0 0.0 0.0 0.088
H 4.514443 -3.135437 0.024860 0.0 0.0 0.0 0.082
H 3.282379 -2.089962 0.733180 -0.1 0.0 0.0 0.059
F 1.931172 -4.435950 0.186512 0.3 -0.4 0.0 0.184
B 0.753502 -4.026772 -0.257207 -0.5 1.0 -0.1 -0.753
F -0.058873 -4.915663 -0.798678 0.1 -0.5 -0.2 0.187